This record from the Open Molecules 2025 dataset describes 4 unconnected molecules or ions with the total composition CH9O3S. The level of theory is ωB97M-V with the def2-TZVPD basis set.

```
14
Properties=species:S:1:pos:R:3:forces:R:3:mulliken_charge:R:1
S 1.1355 -1.0540 0.5269 0.105 0.242 -0.099 -0.750
O -1.3282 3.6605 -1.6408 0.383 -0.240 -0.100 -0.655
O -1.7313 -2.8014 -0.5475 0.193 0.231 -0.068 -0.662
O -2.6457 0.7995 0.5826 0.396 0.018 -0.043 -0.656
C 2.9451 -0.9451 1.0232 -1.466 -0.314 -1.846 -0.743
H -0.5187 3.8074 -1.1393 -0.096 0.182 0.183 0.327
H 3.0885 -1.8443 1.6052 0.689 0.351 0.564 0.171
H -0.9601 -2.6336 -1.1027 0.077 -0.171 -0.171 0.325
H -2.0052 0.3804 1.1696 -0.044 -0.149 0.238 0.323
H 3.1029 0.0374 1.4170 0.310 0.173 1.065 0.200
H 3.5424 -0.9643 0.1023 0.025 -0.346 0.201 0.175
H -2.0564 1.0248 -0.1472 -0.215 0.093 -0.127 0.318
H -1.1211 2.8206 -2.0686 -0.251 0.003 -0.090 0.321
H -1.4478 -2.2879 0.2193 -0.105 -0.073 0.293 0.307
```
Forces are in eV/Å.

Computed properties:
E_tot ... -18161.56416 eV
Charge ... -1
Frontier orbital gap ... 6.28 eV
Relative energy (zero: lowest compared OMol25 entry of this formula, charge and spin) ... 27.9 kcal/mol
Strongest force on any atom ... 2.4 eV/Å